# 1
166
Properties=species:S:1:pos:R:3:mulliken_charge:R:1 method="wB97M-V/def2-TZVPD" orbital_gap_ev=8.9846 multiplicity=1 charge=+1
C 3.5215 3.9403 5.0915 -1.095
C 4.2596 2.6791 5.5600 -0.211
C 4.8100 1.8433 4.4368 0.172
O 5.9732 1.8594 4.1430 -0.600
O 3.9684 0.9974 3.7515 -0.248
C 3.0508 1.6676 2.8587 -0.749
C 2.7803 0.7415 1.6738 -1.550
C 1.3621 0.2472 1.3758 0.898
C 0.4585 -0.0366 2.5536 -0.070
C 0.9621 -0.8343 3.7465 -1.301
C 0.5421 -0.2812 5.1339 0.127
N 1.3559 0.8918 5.4583 -0.317
N -0.8350 0.1450 5.3015 -0.593
N 0.7065 -1.4179 6.0535 -0.641
N -0.8107 -0.5457 1.8111 1.107
P -1.2422 -2.3533 1.6729 0.380
O 0.2350 -2.9788 1.8237 -0.547
Cl -1.9513 -2.5535 3.5822 -0.201
C -0.9045 0.2648 0.5297 1.362
C -0.9718 -0.6182 -0.7424 0.540
C -1.8675 -0.3542 -1.7762 -0.334
C -1.8922 -1.1246 -2.9225 -0.823
C -1.0106 -2.1807 -3.0973 -0.914
C -0.0884 -2.4401 -2.1002 -1.015
C -0.0784 -1.6650 -0.9521 0.093
C -2.2709 0.9868 0.6355 -2.940
I -2.5283 2.2087 2.4230 -0.027
C -3.4957 0.0502 0.6997 -0.071
C -4.8101 0.8370 0.5350 -1.587
C 0.4814 1.0831 0.3933 2.455
C 1.0830 1.1624 -1.0417 -1.005
C 2.2298 0.2205 -1.4632 -1.493
C 0.5438 2.5366 0.9281 -1.849
C -0.2094 3.5966 0.0806 -0.919
C -0.5960 4.8756 0.8495 -0.702
C -1.9553 5.4081 0.3867 -0.468
N -2.5552 6.3208 1.3828 -0.147
C -3.9318 6.5362 1.2714 0.266
C -4.8284 5.3319 1.4103 -0.635
O -4.3825 7.6544 1.1115 -0.597
H 2.5157 3.7261 4.7389 0.184
H 4.0987 4.4589 4.3274 0.313
H 3.4287 4.6299 5.9287 0.417
H 3.6333 2.1045 6.2402 0.316
H 5.1275 3.0034 6.1298 0.398
H 3.5407 2.5690 2.4821 0.861
H 2.1647 1.9970 3.3983 0.102
H 3.4019 -0.1421 1.8125 0.406
H 3.1692 1.2210 0.7808 0.371
H 1.5431 -0.7546 0.9795 -0.877
H 0.0904 0.8997 2.9806 -0.610
H 2.0539 -0.7808 3.7040 0.297
H 0.7157 -1.8875 3.7473 0.672
H 2.2762 0.5649 5.7358 0.282
H 0.9556 1.2932 6.3049 0.294
H -1.4931 -0.4017 4.7640 0.199
H -0.9417 1.1078 4.9978 0.205
H 0.3555 -1.1386 6.9631 0.334
H 1.6811 -1.6869 6.1362 0.288
H -1.5489 -0.2721 2.4735 0.800
H 0.3771 -3.6542 1.1430 0.429
H -2.5899 0.4475 -1.7340 0.561
H -2.6131 -0.8953 -3.6870 0.211
H -1.0639 -2.7729 -3.9995 0.586
H 0.6309 -3.2338 -2.2441 0.816
H 0.6824 -1.8796 -0.2204 0.066
H -2.4196 1.6936 -0.1698 1.250
H -3.5128 -0.4097 1.6936 0.312
H -3.4067 -0.7639 -0.0141 0.648
H -5.5031 0.2534 -0.0681 0.470
H -4.6504 1.8114 0.0771 0.253
H -5.2825 0.9815 1.4978 0.346
H 1.5333 2.1507 -1.1187 0.632
H 0.3081 1.1880 -1.8041 0.585
H 3.1976 0.6960 -1.3188 0.684
H 2.2597 -0.7352 -0.9510 -0.106
H 2.1657 0.0092 -2.5277 0.252
H 0.2383 2.6444 1.9663 -0.127
H 1.5870 2.8501 0.8984 0.961
H -1.0541 3.1741 -0.4615 0.461
H 0.4942 3.9088 -0.6927 0.643
H -0.6892 4.6527 1.9104 0.343
H 0.1448 5.6527 0.6727 0.358
H -1.8365 5.9552 -0.5540 0.256
H -2.6389 4.5879 0.1805 0.134
H -2.1239 7.2373 1.3042 0.360
H -4.7996 4.7517 0.4915 0.146
H -4.4691 4.7182 2.2348 0.248
H -5.8348 5.6589 1.6417 0.320
C 1.5450 -6.5355 -2.6894 -1.110
N 0.6705 -5.9960 -3.7712 0.898
O 0.8026 -4.8211 -4.0756 -0.427
O -0.1065 -6.7637 -4.2890 -0.536
H 2.1826 -5.7283 -2.3470 0.370
H 0.8937 -6.9050 -1.9035 0.396
H 2.1216 -7.3426 -3.1212 0.460
C -7.3352 8.8644 2.0557 -0.392
N -8.7579 8.6508 2.4396 0.924
O -9.3211 7.6718 1.9919 -0.531
O -9.2579 9.4720 3.1772 -0.556
H -7.0276 8.0561 1.4040 -0.016
H -7.2717 9.8251 1.5538 0.287
H -6.7473 8.8747 2.9678 0.280
C 5.3667 -3.0297 2.2787 -0.707
N 4.5373 -3.2764 1.0656 0.886
O 4.3048 -4.4250 0.7515 -0.534
O 4.1446 -2.2963 0.4644 -0.484
H 5.6410 -3.9869 2.7047 0.306
H 6.2408 -2.4676 1.9635 0.332
H 4.7659 -2.4413 2.9663 0.188
C -9.3413 1.1046 2.3668 -0.746
N -7.9892 1.4732 2.8690 0.813
O -7.7073 1.1945 4.0141 -0.526
O -7.2487 2.0375 2.0867 -0.431
H -9.8795 0.6154 3.1693 0.296
H -9.8310 2.0230 2.0578 0.299
H -9.2010 0.4438 1.5169 0.294
C 2.7419 -2.5101 -5.4451 -0.516
N 3.3534 -1.1544 -5.4012 0.941
O 4.1699 -0.8660 -6.2438 -0.550
O 2.9862 -0.4196 -4.5008 -0.616
H 3.1638 -3.0465 -6.2880 0.216
H 2.9741 -3.0045 -4.5072 0.251
H 1.6691 -2.3790 -5.5515 0.202
C 8.9050 1.5775 4.9298 -0.600
N 9.9762 0.5670 5.1510 0.874
O 10.5163 0.5347 6.2363 -0.525
O 10.2295 -0.1707 4.2199 -0.535
H 8.7886 2.1536 5.8399 0.299
H 9.2160 2.2037 4.0996 0.282
H 8.0005 1.0411 4.6800 0.219
C 1.6737 -6.3031 -7.3661 -0.801
N 3.0415 -5.8052 -7.0750 0.957
O 3.4936 -6.0166 -5.9613 -0.531
O 3.6227 -5.2131 -7.9559 -0.536
H 1.2999 -6.7923 -6.4751 0.282
H 1.0628 -5.4438 -7.6276 0.300
H 1.7413 -6.9986 -8.1967 0.311
C -6.5210 7.8629 -1.9163 -0.670
N -7.0361 6.4646 -1.9402 0.945
O -6.4928 5.6528 -1.2158 -0.525
O -7.9680 6.2315 -2.6756 -0.550
H -5.7011 7.9126 -1.2076 0.197
H -6.1998 8.1056 -2.9246 0.309
H -7.3460 8.5022 -1.6167 0.268
C -4.2209 0.3870 -7.0815 -0.745
N -3.9884 0.2877 -5.6149 0.821
O -4.8008 -0.3126 -4.9435 -0.510
O -2.9855 0.8170 -5.1751 -0.487
H -5.1438 -0.1299 -7.3138 0.306
H -4.2805 1.4428 -7.3267 0.288
H -3.3694 -0.0712 -7.5751 0.305
C 5.2189 -9.2527 -8.0388 -0.756
N 3.7971 -8.9048 -8.3070 0.876
O 2.9395 -9.4199 -7.6197 -0.518
O 3.5877 -8.1091 -9.2010 -0.498
H 5.2458 -9.9615 -7.2204 0.315
H 5.6236 -9.6786 -8.9517 0.295
H 5.7320 -8.3291 -7.7877 0.290
C 3.9255 -8.7701 0.7402 -0.632
N 2.8179 -8.8560 -0.2510 0.851
O 1.7505 -9.2928 0.1168 -0.520
O 3.0626 -8.4709 -1.3790 -0.491
H 3.5605 -9.1432 1.6893 0.294
H 4.7437 -9.3746 0.3612 0.291
H 4.2219 -7.7271 0.8041 0.198

# 2
136
Properties=species:S:1:pos:R:3:mulliken_charge:R:1 method="wB97M-V/def2-TZVPD" orbital_gap_ev=9.7611 multiplicity=1 charge=0
C -5.8460 -4.8034 2.2870 -1.268
Si -4.7212 -3.3119 2.5429 0.712
C -5.7412 -1.7589 2.2381 -1.028
C -4.1292 -3.2464 4.3357 -1.153
O -3.4457 -3.2420 1.4638 0.002
C -2.7978 -4.4761 1.1486 -0.325
C -1.2699 -4.3355 1.3552 -0.695
O -0.9267 -3.2403 2.1860 -0.290
S -0.5582 -1.9066 1.3334 0.894
O 0.8659 -1.9097 1.1142 -0.643
O -0.7602 -0.7680 2.4739 -0.318
C -2.0568 -0.1484 2.3197 0.269
C -2.2882 0.5076 0.9527 -0.462
O -3.4770 0.0369 0.3377 -0.607
H -5.5310 -5.4463 1.4653 0.296
H -6.8637 -4.4577 2.1213 0.308
H -5.8456 -5.4038 3.1956 0.362
H -5.8009 -1.1421 3.1309 0.220
H -6.7235 -1.9926 1.8424 0.313
H -5.2254 -1.1559 1.4848 0.412
H -4.3638 -2.2722 4.7661 0.287
H -4.6837 -4.0059 4.8911 0.413
H -3.0662 -3.4555 4.4386 0.208
H -2.9833 -4.6740 0.0937 0.048
H -3.1610 -5.3239 1.7285 0.479
H -0.7572 -4.3163 0.3937 0.378
H -0.9089 -5.2246 1.8768 0.306
H -2.0985 0.6092 3.1046 0.394
H -2.8541 -0.8623 2.5339 -0.416
H -2.4139 1.5842 1.0911 0.413
H -1.4277 0.3862 0.2912 0.267
H -3.4035 -0.9246 0.2257 0.182
C 1.2092 -4.7541 4.9374 -0.397
C 2.0841 -5.0253 3.7164 -0.093
C 2.5920 -6.4323 4.0026 -0.475
O 1.5623 -7.0859 4.7508 -0.424
C 0.5948 -6.1258 5.1833 -0.340
H 0.4624 -3.9785 4.7773 0.186
H 1.8304 -4.4608 5.7864 0.335
H 1.4706 -5.0202 2.8132 -0.141
H 2.8878 -4.3046 3.5823 0.399
H 3.5034 -6.4107 4.6103 0.265
H 2.7951 -7.0052 3.0976 0.284
H -0.3186 -6.2622 4.5920 0.181
H 0.3563 -6.3058 6.2317 0.294
C -10.5032 0.2043 3.0146 -0.586
C -10.9473 -1.0280 3.8015 -0.553
C -10.1255 -2.1270 3.1402 -0.483
O -8.9094 -1.5138 2.7041 -0.272
C -9.0261 -0.0908 2.7871 -0.432
H -10.6686 1.1439 3.5379 0.324
H -11.0306 0.2488 2.0596 0.282
H -10.6637 -0.9242 4.8508 0.268
H -12.0181 -1.2175 3.7569 0.335
H -10.6416 -2.5378 2.2656 0.276
H -9.8888 -2.9474 3.8181 0.272
H -8.4165 0.2594 3.6271 0.292
H -8.6375 0.3536 1.8712 0.282
C 2.5015 3.4953 -0.2618 -0.563
C 2.6854 2.4752 0.8592 -0.391
C 1.3856 1.6864 0.7795 -0.212
O 0.9798 1.7130 -0.5972 -0.334
C 1.7652 2.6739 -1.3089 -0.197
H 3.4352 3.9129 -0.6363 0.369
H 1.8718 4.3197 0.0822 0.242
H 3.5324 1.8225 0.6344 0.212
H 2.8526 2.9226 1.8340 0.276
H 0.5971 2.1589 1.3794 0.168
H 1.4941 0.6535 1.1063 0.152
H 2.4695 2.1325 -1.9516 -0.022
H 1.1125 3.2779 -1.9406 0.299
C 5.1928 1.2689 -4.6296 -0.555
C 6.1986 2.2385 -5.2502 -0.608
C 6.1821 3.3827 -4.2444 -0.040
O 5.9035 2.7974 -2.9702 -0.400
C 5.4750 1.4441 -3.1434 -0.272
H 5.3092 0.2393 -4.9620 0.400
H 4.1742 1.5883 -4.8603 0.233
H 7.1889 1.7797 -5.2840 0.276
H 5.9386 2.5593 -6.2570 0.372
H 5.3902 4.1038 -4.4746 0.219
H 7.1314 3.9180 -4.1948 -0.020
H 6.2797 0.7801 -2.8099 0.287
H 4.5978 1.2627 -2.5221 0.068
C 5.7738 5.9547 3.5660 -0.569
C 5.9682 4.9323 4.6851 -0.562
C 4.6623 4.1506 4.6187 -0.498
O 4.2475 4.1774 3.2503 -0.313
C 5.0267 5.1321 2.5242 -0.364
H 6.7036 6.3720 3.1844 0.339
H 5.1487 6.7786 3.9159 0.273
H 6.8112 4.2788 4.4524 0.265
H 6.1434 5.3771 5.6627 0.338
H 3.8841 4.6232 5.2276 0.287
H 4.7695 3.1146 4.9392 0.280
H 5.7206 4.5906 1.8721 0.239
H 4.3651 5.7332 1.9000 0.270
C -3.1972 -4.7557 -4.3399 -0.494
C -1.7150 -4.4425 -4.1480 -0.460
C -1.6556 -4.1398 -2.6602 -0.083
O -2.6784 -4.9380 -2.0399 -0.314
C -3.5366 -5.4837 -3.0481 -0.593
H -3.4118 -5.3497 -5.2266 0.366
H -3.7629 -3.8243 -4.4059 0.164
H -1.1072 -5.3217 -4.3764 0.328
H -1.3644 -3.6145 -4.7590 0.208
H -1.8844 -3.0895 -2.4658 -0.011
H -0.6872 -4.3783 -2.2168 0.288
H -3.3342 -6.5573 -3.1309 0.301
H -4.5752 -5.3501 -2.7442 0.295
C -2.9532 1.1629 -3.9077 -0.435
C -2.2010 0.9132 -5.2154 -0.610
C -1.4344 -0.3639 -4.8927 -0.454
O -2.2391 -1.0911 -3.9614 -0.268
C -3.2946 -0.2510 -3.4727 -0.148
H -3.8339 1.7926 -4.0204 0.405
H -2.2938 1.6263 -3.1756 0.099
H -2.9102 0.7321 -6.0261 0.280
H -1.5480 1.7321 -5.5123 0.359
H -0.4717 -0.1427 -4.4191 0.255
H -1.2532 -0.9835 -5.7727 0.280
H -4.2378 -0.5873 -3.9194 0.295
H -3.3678 -0.3540 -2.3917 -0.060
C 8.7243 6.8557 -3.3857 -0.469
C 9.4449 7.6944 -4.4407 -0.553
C 8.4999 7.5708 -5.6299 -0.406
O 7.1854 7.4310 -5.0865 -0.401
C 7.2658 7.1789 -3.6817 -0.279
H 9.0093 7.0933 -2.3627 0.382
H 8.9179 5.7941 -3.5547 0.183
H 9.5065 8.7344 -4.1142 0.263
H 10.4523 7.3492 -4.6653 0.343
H 8.7270 6.6803 -6.2265 0.256
H 8.5247 8.4408 -6.2860 0.273
H 6.9424 8.0796 -3.1484 0.299
H 6.5903 6.3633 -3.4234 0.135